Record 1
{
  "formula": "C39H29BrCaN8O4S2Se",
  "method": "wB97M-V/def2-TZVPD",
  "symbols": ["Ca", "Se", "N", "C", "C", "C", "C", "C", "N", "C", "C", "N", "C", "C", "C", "C", "C", "N", "H", "H", "H", "H", "H", "H", "C", "C", "C", "C", "C", "C", "N", "N", "C", "C", "C", "C", "C", "C", "H", "H", "H", "H", "H", "H", "H", "H", "H", "C", "O", "C", "C", "O", "C", "H", "H", "H", "H", "H", "H", "H", "H", "H", "H", "S", "C", "C", "N", "C", "S", "C", "N", "Br", "C", "C", "C", "C", "C", "C", "C", "O", "O", "H", "H", "H", "H"],
  "xyz": [[0.449492, 0.291988, 0.616867], [0.112188, -7.314950, -2.363925], [-1.112959, -6.017218, -2.198806], [-0.486465, -4.948876, -1.795004], [-1.147057, -3.671861, -1.546259], [-2.521855, -3.507656, -1.694277], [-3.075787, -2.274605, -1.431855], [-2.236704, -1.244439, -1.014514], [-0.929625, -1.390474, -0.862647], [-0.381036, -2.583116, -1.124669], [1.079516, -2.716837, -0.927454], [1.720244, -1.632295, -0.489910], [2.998256, -1.736833, -0.171714], [3.726196, -2.914535, -0.340803], [3.085458, -4.020449, -0.847956], [1.727326, -3.931283, -1.149388], [0.950270, -5.075778, -1.605444], [1.460655, -6.246974, -1.863477], [-3.124636, -4.352488, -2.000046], [-4.139224, -2.100844, -1.518412], [-2.627214, -0.259718, -0.787418], [3.443353, -0.846934, 0.253829], [4.765701, -2.949797, -0.045101], [3.594461, -4.965650, -0.982400], [-4.425240, -2.855514, 3.181061], [-3.199247, -3.069890, 2.571773], [-2.441585, -1.989571, 2.143720], [-2.898579, -0.697679, 2.351772], [-4.129063, -0.472902, 2.962940], [-4.888425, -1.556473, 3.369698], [-2.045934, 0.357294, 1.878874], [-2.346111, 1.473610, 2.333177], [-1.607528, 2.603523, 1.863611], [-2.133031, 3.799792, 2.360808], [-1.595879, 5.004516, 1.942786], [-0.518491, 4.978325, 1.061180], [-0.002948, 3.763170, 0.620743], [-0.526814, 2.509753, 0.976259], [-5.009650, -3.696102, 3.534421], [-2.797188, -4.068919, 2.463150], [-1.464104, -2.161945, 1.703467], [-4.463769, 0.542531, 3.119754], [-5.841688, -1.387561, 3.857128], [-2.954726, 3.760338, 3.066868], [-1.991929, 5.943788, 2.312273], [-0.066831, 5.909463, 0.732838], [0.876306, 3.808480, -0.018894], [1.198463, 1.973122, -2.792946], [0.064337, 1.130515, -2.688154], [-1.075930, 1.693528, -3.300700], [-1.877171, 2.655508, -2.446176], [-2.779277, 1.929548, -1.642070], [-3.571905, 2.784004, -0.842873], [1.409092, 2.194879, -3.848299], [2.034163, 1.450752, -2.339489], [1.057320, 2.912785, -2.248582], [-1.732355, 0.864590, -3.578496], [-0.768352, 2.206735, -4.223673], [-2.445796, 3.322713, -3.117069], [-1.225823, 3.278706, -1.821284], [-4.260995, 3.365371, -1.473013], [-2.953395, 3.465466, -0.252995], [-4.145144, 2.157114, -0.161924], [1.486796, -0.431182, 3.142586], [0.599915, -1.720568, 3.929889], [0.167817, -1.397247, 5.265465], [-0.161070, -1.132376, 6.338890], [0.340494, -2.985999, 3.476313], [0.694424, -3.637212, 1.902906], [-0.326367, -3.901893, 4.364937], [-0.874550, -4.669481, 5.029875], [4.066504, 5.362321, -0.573436], [4.754640, 3.737993, -1.286310], [5.737642, 3.875622, -2.259791], [6.270560, 2.754794, -2.872741], [5.794015, 1.497343, -2.526878], [4.800653, 1.384155, -1.570578], [4.270318, 2.492384, -0.908335], [3.215489, 2.258562, 0.191035], [3.212359, 3.020529, 1.145864], [2.465789, 1.259307, -0.040838], [6.073321, 4.867052, -2.532667], [7.043604, 2.868906, -3.622524], [6.188144, 0.608806, -3.004359], [4.394176, 0.416444, -1.310181]],
  "forces_ev_per_angstrom": [[0.23, -0.32, 0.20], [0.01, 0.12, 0.04], [0.00, 0.04, 0.00], [0.01, -0.08, -0.02], [-0.01, -0.02, -0.03], [0.00, 0.08, 0.03], [0.01, -0.03, -0.02], [-0.03, 0.05, -0.01], [0.05, -0.04, 0.07], [0.03, -0.03, -0.03], [-0.11, 0.04, 0.00], [0.16, 0.03, -0.02], [-0.02, -0.07, -0.05], [0.00, -0.03, -0.01], [0.00, 0.06, 0.02], [0.03, -0.01, -0.02], [-0.02, -0.07, -0.02], [0.01, 0.03, 0.00], [0.00, -0.01, 0.00], [0.00, 0.00, 0.00], [-0.02, 0.00, -0.02], [0.02, 0.01, 0.00], [-0.01, -0.01, 0.00], [0.00, 0.00, 0.00], [-0.01, 0.01, 0.01], [0.03, -0.02, 0.04], [0.05, -0.01, 0.10], [0.18, 0.04, -0.12], [-0.03, -0.04, -0.03], [-0.02, 0.01, 0.01], [0.08, 0.27, 0.06], [-0.10, -0.13, -0.10], [-0.09, -0.04, 0.02], [0.06, 0.06, 0.00], [-0.02, -0.02, 0.03], [-0.04, -0.02, -0.01], [0.05, 0.05, -0.07], [-0.23, 0.32, 0.02], [-0.01, -0.01, -0.01], [0.00, -0.02, -0.03], [-0.03, -0.01, 0.00], [0.00, 0.01, 0.00], [-0.01, -0.01, 0.00], [-0.02, 0.00, 0.00], [0.00, 0.00, -0.01], [0.02, 0.01, 0.00], [-0.01, 0.00, 0.00], [-0.01, 0.00, 0.01], [-0.11, 0.08, 0.05], [0.04, -0.09, -0.09], [-0.01, 0.07, -0.09], [-0.01, -0.02, 0.05], [0.05, -0.01, -0.04], [0.01, 0.00, 0.01], [0.00, -0.02, 0.00], [-0.01, 0.02, -0.01], [0.01, -0.01, 0.02], [-0.03, 0.00, 0.01], [0.01, 0.00, 0.04], [0.03, -0.05, 0.02], [0.01, 0.01, 0.02], [0.00, 0.01, -0.01], [-0.01, -0.01, 0.01], [-0.20, -0.19, -0.14], [0.12, 0.06, 0.07], [0.05, -0.10, 0.01], [-0.03, 0.05, 0.02], [-0.01, -0.03, -0.08], [-0.03, 0.02, 0.11], [-0.09, 0.06, -0.03], [0.01, -0.04, 0.03], [-0.01, -0.01, 0.01], [0.02, 0.08, -0.05], [0.00, 0.02, 0.00], [-0.02, -0.02, 0.01], [0.02, 0.02, -0.01], [-0.03, -0.03, 0.08], [-0.01, 0.02, 0.00], [-0.03, 0.03, -0.13], [0.09, -0.01, 0.05], [-0.03, -0.07, 0.03], [0.01, 0.00, 0.00], [0.01, -0.01, -0.01], [0.00, 0.00, -0.01], [0.00, -0.02, -0.01]],
  "lowdin_charge": [1.106, 1.026, -0.237, -0.329, -0.094, 0.002, -0.034, -0.122, 0.082, -0.168, -0.241, 0.049, -0.135, -0.035, -0.012, -0.149, -0.333, -0.234, 0.111, 0.105, 0.097, 0.094, 0.105, 0.113, -0.099, -0.073, -0.053, -0.243, -0.042, -0.105, 0.037, 0.067, -0.338, -0.078, -0.128, -0.111, -0.164, -0.160, 0.092, 0.102, 0.044, 0.093, 0.089, 0.094, 0.082, 0.087, 0.061, -0.093, -0.190, -0.204, -0.210, -0.207, -0.101, 0.088, 0.068, 0.087, 0.126, 0.115, 0.123, 0.113, 0.083, 0.071, 0.088, 0.449, -0.812, -0.338, 0.114, -0.825, 0.571, -0.346, 0.115, 0.755, -0.599, -0.160, -0.110, -0.091, -0.032, -0.149, -0.661, -0.004, -0.219, 0.081, 0.092, 0.095, 0.096],
  "spin_multiplicity": 1,
  "charge": -2,
  "homo_lumo_gap_ev": 4.5,
  "de_lowest_kj_mol": 28.3,
  "lumo_energy_ev": 3.2
}


Record 2
{
  "formula": "C39H29BrF5N4STeW",
  "method": "wB97M-V/def2-TZVPD",
  "symbols": ["W", "N", "C", "C", "C", "C", "C", "C", "C", "C", "C", "C", "C", "C", "H", "H", "H", "H", "H", "H", "H", "H", "H", "H", "F", "C", "C", "F", "C", "F", "C", "S", "C", "F", "C", "F", "Br", "C", "C", "C", "C", "C", "C", "N", "C", "C", "C", "C", "C", "C", "N", "H", "H", "H", "H", "H", "H", "H", "H", "H", "C", "C", "C", "N", "H", "H", "H", "H", "H", "Te", "C", "C", "C", "C", "C", "C", "H", "H", "H", "H", "H"],
  "xyz": [[0.686006, 0.246821, -0.254949], [-1.056018, -0.965817, 0.381100], [-1.981567, -0.441149, 1.362276], [-3.339932, -0.490011, 1.095067], [-4.232727, 0.035521, 2.013617], [-3.748154, 0.627659, 3.171515], [-2.386544, 0.643612, 3.433249], [-1.471274, 0.071790, 2.546837], [-0.036165, -0.124210, 2.876085], [0.263005, -0.333827, 4.229144], [1.545799, -0.609502, 4.654372], [2.555977, -0.696949, 3.709425], [2.264549, -0.498649, 2.371347], [0.975951, -0.209475, 1.893095], [-1.607968, -1.267256, -0.425191], [-0.614424, -1.814358, 0.743047], [-3.690753, -0.931851, 0.167736], [-5.295569, 0.001183, 1.815894], [-4.434115, 1.064848, 3.884951], [-2.030490, 1.092292, 4.351331], [-0.537457, -0.320173, 4.956889], [1.749650, -0.776585, 5.703484], [3.569468, -0.931782, 4.009567], [3.083523, -0.585341, 1.670366], [4.499875, -6.087597, 1.023070], [4.101635, -4.891058, 0.608182], [2.800392, -4.474213, 0.814748], [1.934552, -5.274636, 1.433153], [2.389125, -3.225352, 0.379735], [1.103458, -2.905396, 0.634229], [3.247102, -2.345803, -0.269615], [2.894185, -0.729070, -0.879427], [4.554279, -2.799790, -0.459158], [5.441892, -2.008009, -1.070013], [4.985522, -4.041510, -0.035126], [6.244088, -4.420302, -0.239841], [-6.458943, 2.237782, -2.002137], [-4.678640, 2.164570, -1.381824], [-3.713229, 1.538527, -2.153516], [-2.409656, 1.458977, -1.691351], [-2.085918, 2.021174, -0.466534], [-3.056853, 2.644171, 0.309126], [-4.358844, 2.717233, -0.150472], [-0.730228, 1.953101, -0.013243], [-0.257608, 3.017559, 0.528672], [1.128958, 3.072904, 0.946369], [1.648244, 4.168355, 1.613955], [2.997721, 4.174779, 1.931174], [3.773711, 3.098835, 1.540310], [3.178534, 2.037432, 0.875504], [1.876804, 2.010469, 0.597452], [-3.980716, 1.108431, -3.107186], [-1.645254, 0.961807, -2.277706], [-2.814176, 3.007847, 1.299665], [-5.128452, 3.174733, 0.455277], [-0.865789, 3.912661, 0.626560], [1.003598, 4.995754, 1.876489], [3.432511, 5.009217, 2.463766], [4.833104, 3.061939, 1.748815], [3.749971, 1.177404, 0.551260], [3.791038, 1.221357, -4.411166], [2.648450, 2.215409, -4.165943], [1.916281, 1.846953, -2.964368], [1.367274, 1.455101, -2.038083], [4.317661, 1.501039, -5.320813], [3.404054, 0.210612, -4.525322], [4.497277, 1.225523, -3.583046], [1.933504, 2.211953, -4.991115], [3.012391, 3.237080, -4.049428], [0.263375, -1.537205, -2.379697], [-1.807260, -2.058545, -2.445908], [-2.687937, -1.440552, -3.333580], [-4.015743, -1.833843, -3.406869], [-4.487721, -2.853073, -2.589631], [-3.619914, -3.493740, -1.718737], [-2.286753, -3.106161, -1.656382], [-2.324213, -0.655680, -3.986856], [-4.685265, -1.349975, -4.107277], [-5.523426, -3.160030, -2.648423], [-3.971788, -4.308210, -1.099014], [-1.607010, -3.637733, -0.998953]],
  "forces_ev_per_angstrom": [[0.12, 0.25, 0.24], [-0.11, -0.21, -0.08], [0.03, 0.01, 0.04], [0.02, 0.00, -0.01], [0.00, 0.02, -0.02], [-0.01, 0.00, 0.01], [0.01, -0.01, 0.00], [-0.04, 0.02, -0.01], [0.02, -0.03, -0.01], [-0.02, 0.00, -0.02], [0.03, 0.00, -0.01], [0.00, 0.00, 0.02], [-0.01, 0.00, -0.05], [-0.05, 0.13, 0.02], [0.06, 0.03, 0.07], [-0.04, 0.05, -0.01], [-0.01, -0.01, 0.00], [-0.01, 0.00, 0.00], [-0.01, 0.00, 0.00], [0.01, 0.00, 0.00], [-0.01, 0.01, 0.00], [0.00, 0.00, 0.00], [0.01, 0.00, 0.00], [-0.01, 0.00, 0.02], [-0.02, 0.04, -0.02], [0.00, -0.02, 0.02], [-0.05, 0.01, 0.00], [0.01, 0.00, 0.00], [-0.13, 0.04, 0.02], [0.26, -0.10, -0.02], [0.03, -0.01, 0.02], [-0.02, -0.01, 0.03], [-0.03, 0.02, 0.00], [-0.01, -0.03, 0.01], [0.04, 0.01, -0.02], [-0.05, 0.01, 0.01], [0.03, 0.00, 0.01], [-0.01, 0.01, 0.01], [-0.01, -0.01, -0.02], [-0.02, 0.00, 0.04], [-0.09, -0.02, -0.01], [0.01, -0.02, -0.03], [-0.02, 0.00, 0.01], [0.18, 0.15, 0.14], [-0.12, -0.11, -0.07], [0.10, -0.02, 0.03], [-0.03, -0.02, -0.03], [0.04, -0.02, 0.00], [-0.03, 0.05, 0.02], [-0.01, -0.03, -0.04], [0.06, 0.00, -0.07], [0.00, 0.00, -0.01], [0.01, 0.01, 0.00], [-0.02, 0.01, 0.00], [0.01, 0.01, 0.01], [-0.02, -0.03, 0.00], [-0.02, 0.00, -0.01], [0.01, 0.00, 0.00], [0.01, 0.01, 0.00], [-0.01, 0.01, 0.01], [0.02, -0.01, -0.01], [-0.01, 0.03, -0.05], [-0.12, -0.08, 0.16], [0.09, 0.01, 0.02], [-0.01, 0.00, 0.00], [0.00, 0.00, 0.00], [0.00, 0.00, 0.01], [0.01, 0.00, 0.00], [0.01, -0.01, 0.00], [-0.11, -0.16, -0.34], [0.02, 0.01, -0.04], [0.04, 0.02, -0.01], [-0.02, -0.01, 0.02], [-0.01, 0.00, -0.01], [0.01, -0.01, 0.00], [0.02, -0.01, 0.03], [0.00, 0.00, 0.00], [0.00, 0.00, -0.01], [-0.01, 0.00, 0.00], [0.00, 0.00, 0.01], [0.00, 0.00, 0.00]],
  "lowdin_charge": [1.114, -0.062, -0.236, -0.017, -0.069, -0.067, -0.025, -0.140, -0.177, -0.032, -0.067, -0.068, -0.153, -0.214, 0.014, 0.093, 0.122, 0.116, 0.111, 0.114, 0.109, 0.109, 0.110, 0.044, 0.145, -0.133, -0.136, 0.134, -0.225, 0.019, -0.476, 0.556, -0.241, 0.079, -0.138, 0.138, 0.783, -0.678, -0.105, -0.024, -0.269, -0.032, -0.106, -0.007, -0.033, -0.237, 0.019, -0.016, -0.002, -0.116, -0.024, 0.097, 0.069, 0.122, 0.113, 0.146, 0.127, 0.123, 0.123, 0.061, -0.069, -0.180, -0.141, 0.008, 0.085, 0.084, 0.082, 0.131, 0.127, 0.990, -0.636, -0.176, -0.083, -0.074, -0.078, -0.171, 0.092, 0.109, 0.109, 0.110, 0.098],
  "spin_multiplicity": 3,
  "charge": 1,
  "homo_lumo_gap_ev": [5.7, 5.8],
  "s_squared": 2.029,
  "de_lowest_kj_mol": 24.9,
  "lumo_energy_ev": [-4.0, -4.3]
}